Entry 1:
{"formula": "C10H19NSiV", "method": "ωB97M-V with the def2-TZVPD basis set", "elements": ["C", "H", "C", "H", "C", "H", "H", "H", "C", "H", "H", "H", "H", "H", "C", "H", "H", "N", "C", "H", "Si", "H", "H", "H", "C", "V", "C", "H", "C", "C", "H", "H"], "coordinates": [[-0.757796, -2.668686, -0.903909], [2.369582, 1.129613, 2.733012], [0.954194, 1.540456, -2.030511], [-2.225571, 2.080791, -1.025180], [-1.178924, 0.772051, -2.538092], [-0.705113, -3.328657, -0.015282], [2.788270, 0.203004, 1.264536], [-2.284708, -1.383628, -0.383708], [0.635459, -2.023212, -1.266545], [2.165609, 1.866154, 1.117487], [0.495013, -1.259308, 3.619178], [0.639129, -0.008777, -3.624636], [-1.954720, 1.017601, 2.268389], [-0.942540, 2.402848, 1.791835], [0.214501, 0.642075, -2.864506], [0.257434, 3.009184, -0.466620], [2.029468, 1.697701, -2.044983], [-1.300175, -1.409067, -0.653254], [2.081933, 0.931662, 1.691008], [0.823348, -2.024746, -2.355212], [0.327390, 0.254160, 1.656812], [-2.001909, 0.271933, -3.043269], [0.907814, -2.137937, 2.120312], [-0.727008, 1.653026, 3.399961], [-0.946169, 1.451184, 2.341455], [-0.077997, 0.146521, -0.767556], [-1.302827, 1.735964, -1.483926], [1.497895, -2.375738, -0.681501], [0.223761, -1.399432, 2.562334], [0.015263, 2.232649, -1.184760], [-0.796328, -1.806590, 2.513224], [-1.224280, -3.212795, -1.746083]], "atomic_forces_ev_per_a": [[2.6, 0.2, -0.4], [0.2, 0.0, -0.2], [-0.7, 0.8, -0.5], [0.2, -0.2, -0.1], [0.4, 1.3, -0.5], [-0.1, 0.2, -0.3], [-0.2, 0.2, 0.1], [-0.1, 0.1, -0.3], [0.0, 0.4, -0.6], [0.0, -0.2, 0.2], [0.0, -0.1, -0.2], [-0.2, 0.1, 0.4], [0.3, 0.1, 0.1], [0.0, -0.2, 0.2], [-0.3, 1.2, -0.3], [-0.1, -0.2, -0.1], [-0.3, -0.2, 0.0], [-1.5, 3.1, 1.5], [0.2, 0.1, 0.5], [0.2, -0.3, 0.6], [-0.2, 0.3, -0.5], [0.3, -0.1, 0.4], [-0.2, 0.2, 0.1], [-0.2, 0.1, -0.1], [0.0, 0.2, 0.5], [-1.3, -8.2, 1.2], [0.4, 0.5, -1.1], [-0.2, 0.1, -0.3], [0.1, 0.1, 0.1], [0.2, 0.3, -0.6], [0.3, 0.1, 0.0], [0.1, 0.1, 0.3]], "mulliken_charge": [-0.544, 0.388, -0.608, 0.406, -0.248, 0.244, 0.280, 0.081, -0.597, 0.264, 0.366, 0.562, 0.267, 0.268, -0.463, 0.559, 0.413, -0.100, -1.085, 0.244, 0.416, 0.438, 0.268, 0.350, -1.069, -0.041, -0.412, 0.288, -1.020, -0.461, 0.248, 0.300], "e_homo_ev": [-7.65, -7.41], "multiplicity": 2, "e_lumo_ev": [-0.2171, 0.3930], "de_lowest_kj_mol": 33.4}

***

Entry 2:
{"formula": "C10H19PSi", "method": "ωB97M-V with the def2-TZVPD basis set", "elements": ["H", "H", "H", "H", "H", "Si", "C", "H", "C", "C", "H", "H", "C", "C", "C", "C", "H", "H", "H", "C", "H", "C", "P", "H", "H", "H", "H", "H", "H", "H", "C"], "coordinates": [[1.869561, -2.644926, 0.611012], [-4.094070, 1.341030, -0.620400], [-2.487134, -0.453634, 2.488360], [-3.197741, -1.846259, 1.377565], [2.032379, 1.812089, 1.199589], [-2.109790, -0.001332, -0.059440], [-0.258305, 0.283964, -0.041697], [-1.975485, -1.953442, -1.782192], [3.299469, -0.361363, 1.167447], [0.668312, -0.766102, 0.214483], [-3.315270, 2.406946, 0.656512], [4.230265, -0.805877, 0.755274], [0.313139, 1.508403, 0.059481], [1.806839, 1.505891, 0.199507], [-2.668346, -1.228571, -1.361308], [-2.412655, -1.026581, 1.514373], [3.807765, -1.005702, -1.237966], [3.278570, 0.546514, -1.847177], [2.206872, -0.935421, -1.927115], [2.379006, 0.075631, 0.037145], [-1.449706, -1.555806, 1.592909], [-3.153347, 1.725149, -0.143715], [0.522497, -2.413345, -0.013839], [-3.079869, -0.681056, -2.365154], [2.330211, 2.054495, -0.529945], [2.790992, -1.248001, 1.743073], [3.577820, 0.527335, 1.758210], [-0.202928, 2.578981, -0.037888], [-3.559834, -1.741403, -0.946674], [-2.831993, 2.414608, -0.934218], [2.941665, -0.336638, -1.271034]], "atomic_forces_ev_per_a": [[-1.0, -0.1, -0.9], [0.2, 0.4, 0.9], [-0.3, -0.7, -1.1], [0.8, 1.4, 0.4], [0.4, 0.7, 0.6], [-0.9, 1.0, 1.0], [-0.8, 1.6, 0.5], [0.2, -0.1, 0.5], [-0.2, -1.4, 0.5], [3.5, 0.4, -1.8], [-0.3, -0.2, 1.2], [-0.5, 0.4, 0.4], [-0.5, 1.8, -1.2], [0.1, -2.0, 0.2], [-1.8, 1.6, -2.9], [-0.2, -0.2, 0.6], [-0.1, 0.2, 0.5], [-0.2, -0.3, 0.1], [0.9, 1.3, 0.9], [-3.6, -1.4, 2.2], [-0.4, -0.1, 0.1], [0.3, -2.0, -2.3], [1.2, -0.2, 1.4], [0.9, -1.0, 2.3], [0.4, 1.5, -0.8], [1.1, 1.9, -0.5], [-0.2, -0.8, 0.3], [0.8, -2.7, 0.2], [0.5, 0.1, -0.3], [0.6, -0.4, -0.2], [-0.8, -0.7, -2.9]], "mulliken_charge": [-0.028, 0.255, 0.287, 0.293, 0.347, 0.278, 0.302, 0.371, -1.266, -0.144, 0.415, 0.305, -0.496, -1.174, -1.078, -0.906, 0.391, 0.307, 0.266, 1.520, 0.240, -1.221, -0.030, 0.258, 0.400, 0.198, 0.391, 0.227, 0.322, 0.362, -1.392], "e_homo_ev": -8.10, "e_lumo_ev": -0.1778, "de_lowest_kj_mol": 124.8}

***

Entry 3:
{"formula": "C10H20", "method": "ωB97M-V with the def2-TZVPD basis set", "elements": ["H", "C", "H", "H", "H", "C", "C", "H", "C", "H", "C", "H", "H", "H", "H", "H", "C", "C", "H", "C", "H", "H", "C", "H", "H", "H", "H", "C", "H", "H"], "coordinates": [[2.214809, 1.761976, -1.524878], [1.813006, 1.184510, 0.584226], [2.372778, -0.954161, -2.045522], [-3.585624, 0.126176, -0.741274], [-2.352481, 0.548621, 1.948618], [-1.730520, -1.118948, 0.705961], [1.851967, -1.275114, 0.097231], [1.053741, 1.934989, 0.936365], [-1.987836, 1.282819, -0.016940], [-2.307296, -1.852176, -1.409760], [-1.665701, 0.319231, 1.183975], [0.831664, -1.679441, -0.103701], [-2.831214, 2.056872, 0.055184], [-0.873829, -0.993940, -1.261998], [2.616744, -0.345877, 1.971830], [-1.089953, 1.919405, -0.320946], [2.440757, -0.441336, -1.090212], [-1.874897, -1.065242, -0.773608], [2.493104, -2.066502, 0.329534], [-2.532890, 0.283539, -0.962262], [3.452094, -0.247858, -0.874440], [-2.377543, 0.547585, -2.063944], [1.802044, 0.918998, -0.975826], [0.695285, 0.818058, -1.357410], [0.827454, -0.511807, 1.768076], [-0.703369, -1.486350, 0.955482], [-0.690012, 0.638398, 1.649857], [1.772853, -0.235177, 1.271921], [2.853198, 1.693929, 0.833279], [-2.488339, -1.761171, 1.231172]], "atomic_forces_ev_per_a": [[0.4, -0.2, -0.1], [1.5, 0.9, 0.1], [-0.1, 0.1, -0.2], [-0.3, 0.3, -0.2], [-1.1, -0.1, 1.1], [1.4, -1.6, 1.6], [-0.6, 2.1, -0.7], [0.5, -0.9, -0.4], [0.1, 1.5, 0.4], [-0.5, 0.0, 1.0], [0.8, 2.5, 0.4], [0.9, 0.3, -0.2], [1.2, -1.0, 0.9], [-0.2, 0.1, 0.6], [-0.4, 0.0, -0.2], [-1.0, -1.3, 0.0], [-1.0, -0.5, 0.5], [1.3, 0.7, -1.8], [0.9, -1.4, 0.4], [-0.2, -0.5, -4.0], [1.7, -0.3, 0.2], [-0.8, 0.0, 1.3], [-3.3, 0.0, 0.6], [1.8, 0.3, 0.8], [0.6, 0.7, 0.3], [-1.2, -0.6, 0.0], [-0.9, -0.6, -0.7], [-0.3, -0.3, -0.8], [-2.0, -1.0, -0.4], [0.6, 0.8, -0.4]], "mulliken_charge": [0.423, -0.645, 0.346, 0.332, 0.468, -0.592, -0.502, 0.339, -0.464, 0.417, -0.497, 0.139, 0.294, 0.035, 0.442, 0.156, -0.859, -0.318, 0.464, -0.776, 0.365, 0.319, -0.315, -0.024, 0.290, 0.087, 0.147, -0.740, 0.304, 0.367], "smiles": "C1CCCC1.C1CCCC1", "e_homo_ev": -10.56, "e_lumo_ev": 1.1354, "de_lowest_kj_mol": 149.3}

***

Entry 4:
{"formula": "C10H20", "method": "ωB97M-V with the def2-TZVPD basis set", "elements": ["H", "C", "C", "H", "C", "H", "C", "H", "H", "H", "C", "H", "H", "H", "C", "C", "C", "C", "H", "H", "H", "H", "H", "H", "C", "H", "H", "H", "H", "H"], "coordinates": [[-0.395334, -0.797273, 1.804565], [-0.401578, 0.850330, 1.706184], [1.344705, 1.562438, 0.072143], [2.559090, -2.265704, 0.342238], [-0.096162, 1.348335, 0.454157], [-1.373415, 1.085436, 2.121313], [1.741369, -1.874775, -0.246432], [1.944242, 0.768054, 0.518334], [-2.166010, -0.761892, 0.564648], [0.390695, 0.859926, 2.448097], [-1.127326, 2.036184, -0.382233], [0.778228, -2.126549, 2.304581], [2.014878, -1.353260, -1.150435], [1.305802, 0.736606, -1.930787], [-0.723456, -1.391749, -0.939647], [-2.134637, -1.229995, -0.417264], [0.492048, -1.942258, 0.193426], [0.010708, -2.073176, 1.538768], [-2.626562, -2.196508, -0.280895], [-0.669810, -2.297545, -1.546640], [-1.165630, 1.624828, -1.390562], [-0.410451, -0.579440, -1.590310], [-0.866529, 3.094997, -0.489861], [2.706587, 1.742458, -1.592220], [1.634758, 1.642139, -1.424543], [-0.720939, -2.867382, 1.661309], [-2.729731, -0.583570, -1.059471], [1.139002, 2.493627, -1.888368], [-2.115216, 1.982517, 0.070203], [1.660670, 2.513200, 0.529705]], "atomic_forces_ev_per_a": [[0.5, -3.9, -0.8], [0.6, 2.7, -1.5], [0.2, 0.0, -0.1], [0.1, 0.1, 0.2], [-0.3, 0.1, 2.3], [-0.3, -0.4, -0.1], [0.1, -0.1, 0.4], [0.0, 0.1, 0.0], [0.1, 0.1, 0.1], [0.2, -0.6, -0.1], [-0.1, -0.3, -0.1], [0.3, -0.5, -0.1], [-0.1, -0.4, -0.4], [0.0, 0.0, -0.1], [1.9, -2.3, 1.4], [0.0, 0.0, 0.6], [-1.7, 2.9, -3.0], [-0.9, 2.3, 1.7], [-0.1, 0.1, -0.2], [-0.3, 0.2, -0.4], [-0.1, 0.0, -0.1], [0.4, 0.2, 0.4], [0.1, -0.1, 0.0], [0.0, 0.0, 0.0], [0.0, -0.1, 0.1], [-0.4, 0.3, 0.3], [-0.1, -0.2, -0.2], [0.0, 0.0, 0.0], [0.0, -0.1, 0.0], [-0.1, -0.1, 0.0]], "mulliken_charge": [0.021, -1.830, -0.550, 0.324, 1.716, 0.433, -1.145, 0.381, 0.260, 0.375, -1.720, 0.457, 0.319, 0.279, -0.467, -1.311, 0.924, -1.104, 0.370, 0.558, 0.318, 0.164, 0.435, 0.361, -1.338, 0.247, 0.345, 0.351, 0.437, 0.390], "e_homo_ev": -8.12, "e_lumo_ev": 0.7963, "de_lowest_kj_mol": 356.1}

***

> Which formula does entry 4 have?

C10H20